<1>
Computed, not measured: one molecule with the formula C20H23N3O5S, with ωB97M-V with the def2-TZVPD basis set.

SMILES = COc1ccc(NC(C)=O)cc1S(=O)(=O)Nc1ccc(C(=O)N2CCCC2)cc1

Atoms and positions in Å:
C1 4.0049 0.1119 -0.3505
H1 3.5907 1.0004 0.1348
H2 4.7197 -0.3777 0.3164
H3 4.5136 0.4031 -1.2676
O1 2.9800 -0.7746 -0.7503
C2 2.1790 -1.3056 0.2060
C3 1.1439 -2.1284 -0.2314
C4 0.2738 -2.7258 0.6510
C5 0.4075 -2.5188 2.0226
C6 1.4294 -1.6850 2.4705
C7 2.2987 -1.0868 1.5770
H4 3.0727 -0.4450 1.9645
H5 1.5406 -1.5075 3.5274
N1 -0.4939 -3.1552 2.8763
C8 -0.5381 -3.1372 4.2448
O2 0.2305 -2.5214 4.9437
C9 -1.6688 -3.9841 4.7885
H6 -2.6239 -3.6277 4.4088
H7 -1.5369 -5.0219 4.4899
H8 -1.6696 -3.9228 5.8727
H9 -1.1864 -3.7188 2.4025
H10 -0.5083 -3.3467 0.2412
S1 0.9104 -2.4565 -1.9786
O3 -0.4210 -2.9600 -2.1426
O4 1.9898 -3.2322 -2.5061
N2 1.0305 -0.9587 -2.7321
C10 0.5283 0.1731 -2.1049
C11 1.1847 1.3981 -2.2076
C12 0.6903 2.5067 -1.5518
C13 -0.4757 2.4238 -0.7979
C14 -1.1322 1.2012 -0.7028
C15 -0.6390 0.0849 -1.3493
H11 -1.1480 -0.8630 -1.2861
H12 -2.0226 1.1146 -0.0987
C16 -0.9241 3.6337 -0.0453
O5 -0.1586 4.2661 0.6645
N3 -2.2196 3.9852 -0.1788
C17 -3.1645 3.5048 -1.1661
C18 -4.0080 4.7398 -1.4782
H13 -4.9826 4.4850 -1.8887
C19 -4.0939 5.4235 -0.1146
C20 -2.7045 5.1929 0.4757
H14 -2.7174 5.0521 1.5593
H15 -2.0192 6.0184 0.2564
H16 -4.3371 6.4810 -0.1878
H17 -4.8513 4.9342 0.4987
H18 -3.4826 5.3801 -2.1876
H19 -2.6495 3.1008 -2.0388
H20 -3.7970 2.7176 -0.7368
H21 1.2096 3.4516 -1.6097
H22 2.0889 1.4683 -2.7943
H23 1.9431 -0.8456 -3.1475

=====

<2>
Computed, not measured: one molecule with the formula C20H23N3O5S, with ωB97M-V with the def2-TZVPD basis set.

SMILES = CC(=O)Nc1ccc(C(=O)Nc2ccc(S(=O)(=O)NC[C@H]3CCCO3)cc2)cc1

Atoms and positions in Å:
C1 5.7349 6.6118 5.6679
C2 5.0041 5.9397 4.5251
O1 4.6740 6.5135 3.5156
N1 4.7634 4.6141 4.7773
C3 4.1300 3.6679 3.9751
C4 3.6638 3.9527 2.6930
C5 3.0378 2.9716 1.9499
C6 2.8652 1.6875 2.4612
C7 3.3596 1.4013 3.7329
C8 3.9753 2.3770 4.4843
H1 4.3464 2.1430 5.4723
H2 3.2461 0.3988 4.1159
C9 2.2258 0.5752 1.7071
O2 2.5212 -0.5855 1.8971
N2 1.2711 0.9903 0.8122
C10 0.5090 0.2299 -0.0679
C11 0.6934 -1.1433 -0.2342
C12 -0.0935 -1.8355 -1.1357
C13 -1.0566 -1.1684 -1.8669
C14 -1.2502 0.1913 -1.7145
C15 -0.4679 0.8913 -0.8189
H3 -0.6072 1.9562 -0.6960
H4 -2.0029 0.6801 -2.3115
S1 -2.1075 -2.0663 -2.9892
O3 -2.5739 -1.1787 -4.0172
O4 -1.4445 -3.2821 -3.3791
N3 -3.3882 -2.4065 -1.9629
H5 -3.2666 -3.3148 -1.5333
C16 -4.7381 -2.2660 -2.4582
H6 -4.7478 -1.4143 -3.1389
C17 -5.2323 -3.5329 -3.1893
C18 -4.7057 -3.6551 -4.6263
H7 -5.4237 -3.2789 -5.3519
C19 -4.4364 -5.1516 -4.7629
H8 -3.6750 -5.3800 -5.5035
C20 -3.9838 -5.4880 -3.3460
H9 -4.1379 -6.5317 -3.0652
O5 -4.7943 -4.6936 -2.4886
H10 -2.9250 -5.2252 -3.2198
H11 -5.3554 -5.6878 -5.0063
H12 -3.7751 -3.0969 -4.7273
H13 -6.3321 -3.5351 -3.1736
H14 -5.3852 -2.0581 -1.6006
H15 0.0396 -2.8938 -1.2927
H16 1.4474 -1.6512 0.3433
H17 1.0560 1.9779 0.8106
H18 2.7204 3.2155 0.9460
H19 3.7995 4.9407 2.2868
H20 5.0824 4.2591 5.6689
H21 5.1453 6.5508 6.5804
H22 6.6951 6.1283 5.8363
H23 5.9002 7.6558 5.4193

=====

Most stable one: <2>, least stable one: <1>.

=====

<1>
Computed, not measured: one molecule with the formula C3H5NO3S, with ωB97M-V with the def2-TZVPD basis set.

SMILES = O=CNOCC(O)=S

Atoms and positions in Å:
C1 0.6486 0.3177 1.7838
C2 -0.7141 0.0709 1.0928
C3 -0.3439 -0.2125 -2.2652
H1 0.8262 0.9841 -0.0562
H2 -1.5125 -0.4103 1.7636
H3 -0.9335 1.1286 0.7266
H4 1.0672 -1.1256 -0.9644
H5 -1.3415 0.1926 -2.1564
N1 0.1966 -0.5249 -0.9185
O1 1.4752 0.7778 0.8713
O2 -0.6685 -0.8936 0.0768
O3 0.1723 -0.6749 -3.2835
S1 1.1281 0.3702 3.3293

=====

<2>
Computed, not measured: one molecule with the formula C3H5NO3S, with ωB97M-V with the def2-TZVPD basis set.

Atoms and positions in Å:
C1 -0.0364 1.6019 0.0827
C2 0.3011 -1.2981 1.0649
C3 0.4774 0.3729 -0.5777
N1 1.0197 -0.7431 -0.0638
O1 -0.8210 2.2940 -0.7805
O2 0.1310 1.8537 1.2550
O3 -1.4434 -0.3692 -0.5324
S1 -1.2369 -1.7364 0.1343
H1 0.5612 -2.2380 1.4624
H2 -0.0313 -0.5838 1.8325
H3 0.8342 0.5966 -1.5666
H4 -0.9758 1.6575 -1.5857
H5 1.2201 -1.4079 -0.7252

=====

<3>
Computed, not measured: one molecule with the formula C3H5NO3S, with ωB97M-V with the def2-TZVPD basis set.

SMILES = O=C(O)CS/C=N\O

Atoms and positions in Å:
C1 1.4105 0.5215 -0.9123
C2 -0.8075 0.6168 0.8745
C3 -1.8246 -0.1197 0.0224
H1 2.7427 -1.3249 1.0478
H2 1.5821 0.6890 -1.9785
H3 -0.1692 -0.1004 1.3774
H4 -1.2901 1.2865 1.5790
H5 -1.8824 -1.2437 -1.4347
N1 2.1843 -0.3995 -0.4711
O1 2.0346 -0.7019 0.8729
O2 -1.2046 -0.8453 -0.8940
O3 -3.0285 -0.0304 0.1032
S1 0.2528 1.6521 -0.1866

=====

Most stable one: <3>, least stable one: <1>.

=====

<1>
Computed, not measured: ClH2NO as an isolated structure, with ωB97M-V with the def2-TZVPD basis set.

Atoms and positions in Å:
N1 0.8446 -0.2537 0.0353
O1 0.9076 -1.4344 0.0043
Cl1 3.3492 0.2164 -0.0254
H1 0.1184 0.1395 -0.6566
H2 2.0735 0.1078 0.4403

=====

<2>
Computed, not measured: a 2-piece molecular cluster, ClH2NO overall, with ωB97M-V with the def2-TZVPD basis set.

Atoms and positions in Å:
N1 0.0794 0.1960 -0.7538
O1 -1.6107 0.3053 1.9594
Cl1 -2.8468 -0.3790 2.7267
H1 0.8470 0.9037 -0.6583
H2 -0.5564 0.0056 0.1437

=====

Most stable one: <1>, least stable one: <2>.